{"formula": "C2H7NO2", "method": "the ωB97M-V functional and the def2-TZVPD basis", "elements": ["C", "N", "C", "O", "H", "H", "H", "H", "H", "O", "H", "H"], "xyz": [[0.04582, -1.23471, -1.32375], [-0.73689, -0.06646, -1.61095], [-1.10410, 0.92339, -0.76588], [-1.76127, 1.87923, -1.10614], [0.11506, -1.41908, -0.24818], [1.08458, -1.13050, -1.64253], [-0.41490, -2.13366, -1.72904], [-1.10209, 0.06384, -2.54150], [-0.74215, 0.80379, 0.26826], [2.80250, -0.90404, 3.95829], [2.18331, -0.56455, 4.61363], [2.22202, -0.99433, 3.19161]], "homo_ev": -9.9, "homo_lumo_gap_ev": 10.30, "total_energy_ha": -285.63376, "e_above_lowest_ev": 1.035, "charge": 0, "spin_multiplicity": 1}